(1)
# C2H4N4

The molecule C2H4N4 (the ωB97M-V functional and the def2-TZVPD basis, the OMol25 dataset).

Geometry as XYZ:
```
10
C2H4N4 | the OMol25 dataset | the ωB97M-V functional and the def2-TZVPD basis
N -1.91727 -0.36622 -0.19584
C -0.57894 -0.11770 -0.00880
N 0.38612 -1.06519 -0.22480
C 1.49236 -0.36995 -0.08928
N 1.21452 0.90071 0.24965
N -0.13501 1.08446 0.29134
H -2.53153 0.29634 0.25343
H -2.19462 -1.33112 -0.12555
H 2.50019 -0.75032 -0.20134
H 1.76419 1.71899 0.05118
```

## Properties
* Kohn-Sham gap: 9.7 eV
* energy: -8099.223 eV
* LUMO level: 1.075 eV
* SMILES: Nc1nc[nH]n1

(2)
# C16H48BF4O8

A cluster of 9 separate species, C16H48BF4O8 in total in a non-equilibrium geometry (the ωB97M-V functional and the def2-TZVPD basis, the OMol25 dataset).

Geometry as XYZ:
```
77
C16H48BF4O8 | the OMol25 dataset | the ωB97M-V functional and the def2-TZVPD basis
B -12.16471 12.40925 -16.70002
F -13.01047 12.94483 -15.75666
F -12.72891 12.53876 -17.89758
F -10.96728 13.03462 -16.75227
F -11.91368 11.10111 -16.37172
C -16.45281 16.43793 -15.32071
C -15.98110 15.75853 -16.62543
O -14.76292 15.05405 -16.27542
H -15.63758 16.99445 -14.85835
H -16.77442 15.72244 -14.56392
H -17.30942 17.08476 -15.51023
H -15.75025 16.50206 -17.38829
H -16.71179 15.00971 -16.93113
H -15.00127 14.17562 -15.97023
C -12.46049 17.41374 -14.50477
C -12.47398 15.86961 -14.23006
O -11.69359 15.17861 -15.13683
H -12.97717 17.88127 -13.66658
H -12.95916 17.76543 -15.40795
H -11.46472 17.83947 -14.62846
H -13.47370 15.43550 -14.21538
H -12.05546 15.69987 -13.23802
H -12.13662 14.34254 -15.29904
C -11.18879 13.38851 -22.53262
C -11.48557 13.87771 -21.07996
O -12.24599 15.02253 -21.04654
H -10.90084 14.15088 -23.25647
H -12.07944 12.88984 -22.91498
H -10.34548 12.70911 -22.40875
H -10.51489 14.08285 -20.62853
H -12.01804 13.17711 -20.43674
H -11.76783 15.73201 -21.48198
C -7.71448 15.22025 -19.01834
C -8.84012 15.77296 -18.11049
O -9.73568 16.71010 -18.63443
H -7.08972 14.46302 -18.54465
H -6.91631 15.84924 -19.41254
H -8.22163 14.71807 -19.84218
H -8.43356 16.21089 -17.19888
H -9.52613 15.09943 -17.59685
H -9.27731 17.53481 -18.81149
C -12.29182 9.54829 -21.12294
C -13.51653 10.01028 -20.30095
O -14.04467 9.01833 -19.44217
H -11.43469 9.15708 -20.57486
H -12.00501 10.39426 -21.74758
H -12.48329 8.77576 -21.86768
H -14.22333 10.52285 -20.95349
H -13.10589 10.82823 -19.70898
H -14.69412 9.52064 -18.94469
C -17.33789 12.15362 -18.32088
C -15.83365 12.19597 -18.10595
O -15.47550 12.39040 -16.75811
H -17.88157 11.55300 -17.59166
H -17.48167 11.66394 -19.28401
H -17.71798 13.17407 -18.36920
H -15.43815 13.04050 -18.67026
H -15.44483 11.22866 -18.42412
H -14.52295 12.27379 -16.73257
C -8.95842 10.22254 -17.32566
C -8.50548 10.14359 -15.80752
O -8.91981 8.98847 -15.03793
H -8.60685 9.36341 -17.89698
H -8.79841 11.13063 -17.90693
H -10.04686 10.23573 -17.26864
H -8.81087 11.07794 -15.33653
H -7.42078 10.21399 -15.88857
H -9.71685 9.23779 -14.56446
C -12.21145 12.58565 -12.94113
C -12.92705 11.28414 -13.31814
O -12.09923 10.25999 -13.91843
H -11.61307 12.53511 -12.03147
H -12.97887 13.35560 -12.86142
H -11.67124 12.94853 -13.81554
H -13.82202 11.43865 -13.92084
H -13.19368 10.86516 -12.34786
H -11.83976 10.60153 -14.77728
```

## Properties
* Kohn-Sham gap: 9.2 eV
* net charge: -1
* energy: -45302.318 eV
* LUMO level: 2.689 eV